Entry from the Open Molecules 2025 dataset: a molecular structure, C34H35IrN3O4Te (the ωB97M-V functional and the def2-TZVPD basis).

Calculated values
Multiplicity: 2
ΔE to the lowest compared entry with this formula, charge and spin in kJ/mol: 25.6
Orbital gap (spin up / spin down) in eV: 6.12 / 6.65
Net charge: 0
E_HOMO (spin up / spin down) in hartree: -0.25539 / -0.27866
⟨S²⟩: 0.800
Electronic energy in a.u.: -2154.1059

Structure (XYZ):
```
78
Properties=species:S:1:pos:R:3:forces:R:3:lowdin_charge:R:1
Ir -0.01461 -0.39455 0.29892 0.308 -0.617 -0.108 1.3896
Te -0.49688 2.28696 2.94259 -0.072 -0.013 -0.040 1.7769
O 0.24724 1.61975 0.03354 -0.103 0.006 -0.168 -0.2631
O 3.86888 3.02357 -1.00074 -0.006 -0.009 -0.006 0.0673
O -0.18876 -2.33160 -0.07913 -0.246 0.026 0.747 -0.2601
O 0.80463 -0.00064 4.16440 -0.128 -0.041 -0.002 -0.0388
N 1.60267 -0.36002 -0.76394 0.145 0.491 0.228 -0.1745
N -0.20644 0.01071 2.12527 0.027 0.466 -0.308 -0.3245
N 2.02087 0.88426 -1.23956 0.017 -0.079 0.057 0.1036
C -3.12125 2.07421 5.08714 -0.001 0.017 0.000 -0.0610
C 1.26114 1.82274 -0.75292 0.010 -0.020 0.065 -0.4382
C -3.43996 3.83021 0.15329 0.008 -0.008 -0.006 -0.0164
C 0.86738 -3.12391 -0.05848 0.181 0.072 -0.478 -0.3754
C -2.00874 5.39611 6.52344 0.006 -0.013 -0.032 -0.2660
C -2.47421 6.35547 7.58333 0.002 0.005 0.018 -0.0505
C -0.42300 4.75758 4.79121 -0.028 0.031 -0.016 -0.3121
C 3.04416 -4.91077 -0.04826 0.047 0.014 -0.043 -0.0896
C 1.50421 3.23501 -1.13411 0.016 0.051 0.054 -0.0742
C 0.84181 5.15693 4.06749 0.002 -0.010 -0.009 -0.0863
C -5.38918 2.92267 -1.15462 -0.021 0.017 0.010 -0.0484
C 0.51692 -0.59477 3.13510 -0.067 -0.214 0.198 -0.6776
C 2.91208 5.14987 -1.54432 0.007 -0.016 -0.025 -0.0243
C 0.88515 -2.05366 2.97821 0.090 0.010 -0.019 -0.0121
C 0.52447 5.38314 -1.67969 0.008 -0.006 -0.015 -0.0891
C -4.32348 2.78691 -0.10287 0.014 -0.009 -0.001 -0.2618
C -4.18373 1.62620 0.63449 -0.014 0.013 0.008 -0.0144
C 0.39227 4.04324 -1.36033 0.011 -0.029 -0.038 -0.0256
C 1.76679 -5.33032 0.33842 -0.063 -0.034 0.034 -0.0700
C -2.40645 3.70527 1.06949 0.051 -0.014 -0.043 -0.2970
C 2.44538 -1.34012 -0.82750 -0.129 -0.059 -0.331 -0.0406
C 2.16193 -2.69011 -0.44748 -0.048 -0.016 0.284 -0.1552
C 1.79433 5.93603 -1.76181 -0.009 0.015 0.013 -0.0802
C -1.51932 4.89739 1.31009 0.006 0.006 0.016 -0.0755
C 3.22779 -3.60986 -0.44443 -0.021 -0.030 0.013 -0.0423
C -0.86582 5.63574 5.78404 -0.010 -0.009 0.011 -0.0229
C -3.16792 1.45407 1.57782 -0.060 0.038 0.034 -0.3044
C -2.71800 4.22563 6.26744 0.009 0.014 0.011 -0.0165
C -2.24505 2.48863 1.75785 -0.007 0.029 -0.005 -0.3533
C -3.21852 0.17562 2.37668 0.054 -0.038 -0.033 -0.0959
C -2.31650 3.32677 5.29220 -0.038 -0.033 -0.009 -0.2874
C 2.77895 3.79859 -1.23819 -0.013 -0.006 0.016 -0.2590
C 0.69761 -4.46519 0.32015 0.014 -0.031 -0.118 -0.0189
C -1.17510 3.60864 4.52395 0.071 -0.010 0.053 -0.3383
H 1.89200 -2.14687 2.56406 -0.024 0.022 -0.031 0.0912
H 0.19262 -2.57353 2.32362 -0.014 0.006 0.049 0.0526
H -1.78430 5.38893 2.24968 0.014 -0.017 0.017 0.0872
H -2.47574 1.19475 5.06201 -0.003 0.023 0.025 0.0688
H -0.29375 -4.78705 0.61009 -0.005 0.011 0.001 0.1212
H -3.55580 4.76917 -0.37878 0.005 -0.004 -0.009 0.1200
H 0.88491 -2.50556 3.96799 0.038 0.013 0.005 0.0881
H -3.60511 4.00401 6.85216 0.000 0.000 -0.005 0.1184
H 3.90504 5.58191 -1.60834 -0.001 0.004 0.014 0.1129
H 1.21403 4.40057 3.38231 -0.003 -0.015 0.009 0.0145
H -4.95140 2.86837 -2.15353 0.001 -0.003 0.001 0.0837
H -0.28595 6.53298 5.97777 -0.001 -0.001 -0.002 0.1187
H -0.46592 4.61914 1.37004 0.004 0.003 -0.039 0.0412
H -1.62487 5.62297 0.50423 -0.024 0.008 0.020 0.0731
H 1.61595 -6.35270 0.66203 -0.007 0.001 -0.011 0.1065
H -3.66823 2.11009 4.14286 0.017 0.014 0.034 0.0718
H 3.87362 -5.60407 -0.03902 0.000 0.004 0.005 0.1011
H -0.58786 3.58826 -1.28797 -0.005 0.020 0.069 0.1177
H -4.89489 0.81861 0.49184 0.014 -0.010 -0.013 0.1216
H -2.47606 5.88117 8.56642 0.001 -0.003 -0.003 0.0819
H 1.63148 5.36740 4.79009 -0.005 0.010 0.000 0.0834
H 0.67450 6.06970 3.49088 -0.002 -0.004 0.000 0.0850
H -0.35212 5.99133 -1.85768 -0.001 -0.002 -0.004 0.1014
H -3.07169 -0.69338 1.73340 0.001 -0.001 -0.013 0.0764
H -4.20361 0.08461 2.84006 0.000 -0.015 -0.016 0.0895
H -2.46806 0.13416 3.15848 0.003 -0.011 -0.042 0.0234
H -3.49252 6.69318 7.38354 0.001 -0.001 -0.002 0.0809
H 3.42456 -1.08686 -1.22218 -0.027 -0.042 -0.089 0.1398
H -5.90351 3.88132 -1.07599 0.001 0.000 0.005 0.0789
H -6.13018 2.12842 -1.07225 0.001 0.001 0.003 0.0739
H -1.83028 7.23266 7.63322 0.002 -0.003 0.000 0.0725
H -3.84264 1.94357 5.89299 -0.008 0.009 0.000 0.0814
H 1.91940 6.98732 -1.98731 0.001 -0.008 -0.034 0.1049
H 4.66129 3.55522 -1.12682 0.012 0.017 0.029 0.1068
H 4.20822 -3.26890 -0.75599 -0.004 0.017 0.010 0.1137
```
Forces are in eV/Å.